## i
{
  "formula": "C3H12N2OS",
  "method": "ωB97M-V/def2-TZVPD",
  "total_charge": -1,
  "e_homo_ev": [1.21, -5.41],
  "spin_multiplicity": 2,
  "s2": 0.75,
  "elements": ["N", "C", "C", "S", "C", "N", "H", "H", "H", "H", "H", "H", "H", "H", "H", "H", "H", "H", "O"],
  "xyz": [[0.484, 0.306, 1.302], [0.832, 0.357, -0.097], [2.205, -0.310, -0.355], [3.600, 0.467, 0.366], [-0.198, -0.339, -0.971], [-1.541, 0.245, -0.785], [1.233, 0.654, 1.875], [-0.500, 0.512, 1.417], [0.966, 1.393, -0.502], [2.150, -1.418, -0.277], [2.319, -0.201, -1.432], [4.507, -0.510, 0.472], [-0.388, -1.396, -0.764], [0.216, -0.156, -1.984], [-1.579, 1.177, -1.173], [-2.239, -0.465, -0.936], [-3.367, -0.034, 0.898], [-4.471, 0.155, 1.837], [-4.231, -0.439, 1.109]],
  "mulliken_charge": [-0.31, -0.75, -0.72, -0.18, -1.05, -1.02, 0.33, 0.39, -0.37, 0.40, 0.46, 0.10, 0.60, -0.01, 0.67, 0.76, 0.43, 0.59, -1.31]
}

## ii
{
  "formula": "C3H12N2OS",
  "method": "ωB97M-V/def2-TZVPD",
  "total_charge": -1,
  "e_homo_ev": [0.95, -5.65],
  "spin_multiplicity": 2,
  "s2": 0.75,
  "elements": ["C", "C", "S", "N", "C", "N", "H", "H", "H", "H", "H", "H", "H", "H", "H", "H", "H", "H", "O"],
  "xyz": [[0.016, 1.108, -0.171], [-1.145, 1.701, 0.654], [-2.814, 1.175, 0.079], [-0.116, -0.322, -0.267], [0.984, -1.033, -0.881], [1.217, -0.666, -2.297], [-0.070, 1.487, -1.189], [0.881, 1.482, 0.400], [-1.119, 2.787, 0.600], [-1.164, 1.411, 1.701], [-3.099, 2.154, -0.795], [-0.415, -0.723, 0.606], [1.916, -0.828, -0.344], [0.802, -2.103, -0.847], [0.530, -1.181, -2.829], [0.923, 0.306, -2.401], [0.964, -2.120, 1.858], [0.942, -2.709, 3.341], [0.766, -1.927, 2.781]],
  "mulliken_charge": [-0.33, -1.34, -0.29, 0.29, -1.77, -0.42, 0.26, 0.30, 0.43, 0.51, 0.09, 0.11, 0.38, 0.46, 0.28, 0.30, 0.19, 1.12, -1.57]
}

What are the relative energies? In kcal/mol: i 5.0; ii 0.0.

## i
{
  "formula": "C43H55FIrN4O6S2Si4",
  "method": "ωB97M-V/def2-TZVPD",
  "e_homo_ev": [-7.91, -7.92],
  "spin_multiplicity": 2,
  "s2": 0.75,
  "elements": ["Ir", "C", "Si", "C", "C", "C", "C", "C", "C", "N", "C", "S", "H", "H", "H", "H", "H", "H", "H", "H", "H", "H", "H", "H", "C", "Si", "C", "C", "C", "Si", "C", "C", "C", "Si", "C", "C", "C", "C", "C", "C", "C", "N", "H", "H", "H", "H", "H", "H", "H", "H", "H", "H", "H", "H", "H", "H", "H", "H", "H", "H", "H", "H", "H", "H", "H", "H", "H", "H", "H", "H", "C", "C", "C", "C", "C", "C", "C", "F", "C", "C", "C", "O", "C", "C", "N", "C", "C", "O", "O", "H", "H", "H", "H", "H", "H", "H", "H", "H", "H", "H", "O", "S", "O", "N", "C", "O", "C", "C", "C", "C", "C", "C", "H", "H", "H", "H"],
  "xyz": [[0.867, 0.108, 0.380], [0.426, 5.423, 2.551], [1.738, 4.481, 3.491], [1.789, 5.087, 5.263], [3.425, 4.649, 2.712], [1.257, 2.651, 3.543], [0.979, 1.984, 4.727], [0.596, 0.644, 4.738], [0.516, -0.023, 3.540], [0.806, 0.579, 2.384], [1.143, 1.885, 2.375], [1.347, 2.375, 0.725], [0.668, 6.488, 2.521], [-0.544, 5.311, 3.039], [0.325, 5.066, 1.526], [2.057, 6.146, 5.279], [2.532, 4.552, 5.858], [0.819, 4.988, 5.754], [3.783, 5.678, 2.795], [3.415, 4.377, 1.656], [4.148, 4.000, 3.211], [1.044, 2.516, 5.669], [0.366, 0.128, 5.660], [0.218, -1.059, 3.478], [-4.647, 0.607, 0.615], [-3.674, -0.686, 1.549], [-4.953, -1.924, 2.193], [-2.856, 0.158, 3.006], [-2.478, -1.694, 0.525], [-2.818, -1.959, -1.295], [-3.248, -0.397, -2.265], [-1.359, -2.735, -2.191], [-4.329, -3.080, -1.446], [-1.505, -3.026, 1.359], [-1.511, -3.111, 3.239], [-2.250, -4.695, 0.883], [0.313, -3.120, 0.751], [0.904, -4.379, 0.843], [2.109, -4.657, 0.216], [2.680, -3.667, -0.559], [2.077, -2.422, -0.578], [0.965, -2.126, 0.110], [-5.430, 0.972, 1.287], [-5.142, 0.209, -0.273], [-4.028, 1.458, 0.325], [-5.579, -1.442, 2.948], [-4.510, -2.811, 2.648], [-5.607, -2.262, 1.385], [-3.630, 0.650, 3.602], [-2.158, 0.923, 2.658], [-2.324, -0.531, 3.661], [-3.188, 0.512, -1.670], [-4.267, -0.470, -2.653], [-2.573, -0.294, -3.119], [-0.516, -2.040, -2.219], [-1.657, -2.947, -3.222], [-1.000, -3.668, -1.749], [-5.240, -2.502, -1.273], [-4.330, -3.922, -0.756], [-4.379, -3.476, -2.465], [-2.527, -3.030, 3.626], [-0.906, -2.370, 3.757], [-1.132, -4.098, 3.521], [-3.287, -4.730, 1.227], [-1.722, -5.508, 1.383], [-2.243, -4.895, -0.188], [0.402, -5.158, 1.398], [2.572, -5.631, 0.311], [3.596, -3.821, -1.111], [2.519, -1.614, -1.139], [-3.138, 2.066, -5.582], [-2.104, 3.077, -5.103], [-1.318, 3.734, -6.228], [-0.485, 2.702, -6.975], [0.332, 1.875, -6.017], [1.463, 1.216, -6.441], [2.215, 0.457, -5.547], [3.313, -0.157, -6.013], [1.876, 0.334, -4.232], [0.726, 0.991, -3.775], [0.329, 0.854, -2.380], [1.016, 0.075, -1.659], [-0.804, 1.587, -1.950], [-1.487, 2.321, -2.887], [-1.160, 2.419, -4.175], [-0.039, 1.760, -4.662], [-1.478, 1.534, -0.590], [-2.442, 2.262, -0.413], [-1.080, 0.670, 0.283], [-3.799, 2.523, -6.319], [-3.742, 1.712, -4.747], [-2.659, 1.198, -6.038], [-2.598, 3.851, -4.515], [-0.668, 4.503, -5.805], [-2.016, 4.229, -6.903], [0.180, 3.192, -7.687], [-1.135, 2.046, -7.559], [1.789, 1.287, -7.471], [2.478, -0.245, -3.547], [-2.378, 2.848, -2.565], [7.381, 0.089, 1.412], [6.495, -0.864, 0.806], [7.044, -1.788, -0.150], [5.173, -0.139, 0.200], [4.072, -0.499, 0.813], [2.962, -0.025, 0.410], [4.294, -1.481, 1.943], [3.395, -2.087, 2.792], [3.865, -2.967, 3.761], [5.222, -3.242, 3.873], [6.135, -2.645, 3.011], [5.641, -1.776, 2.063], [2.352, -1.893, 2.689], [3.164, -3.449, 4.432], [5.570, -3.928, 4.634], [7.194, -2.854, 3.079]],
  "mulliken_charge": [1.93, -1.00, 0.37, -1.16, -1.04, 0.38, 0.05, -1.59, 0.19, -0.15, -0.18, -0.73, 0.37, 0.32, 0.27, 0.34, 0.32, 0.31, 0.37, 0.32, 0.34, 0.43, 0.54, -0.03, -1.13, 0.43, -1.11, -0.82, 1.70, 0.07, -0.75, -0.60, -1.29, -1.09, -1.07, -1.24, -0.16, -0.73, -0.82, -1.39, -0.73, 1.65, 0.51, 0.28, 0.27, 0.41, 0.25, 0.30, 0.60, -0.04, 0.25, 0.05, 0.62, 0.22, -0.17, 0.59, 0.22, 0.33, 0.36, 0.38, 0.26, 0.37, 0.37, 0.31, 0.46, 0.35, 0.41, 0.43, 0.53, 0.68, -1.32, -0.23, -1.14, -1.22, 0.42, -0.60, -0.08, -0.36, -0.81, 1.39, 1.05, -0.43, -0.68, 0.00, 0.19, -0.56, 0.27, -0.82, -0.95, 0.41, 0.30, 0.39, 0.57, 0.35, 0.44, 0.49, 0.38, 0.51, 0.62, 0.56, -0.69, 1.22, -0.69, -0.60, 0.31, -0.64, 0.51, 1.02, -1.58, -0.51, -0.72, -0.28, 0.72, 0.45, 0.42, 0.44]
}

## ii
{
  "formula": "C43H55FIrN4O6S2Si4",
  "method": "ωB97M-V/def2-TZVPD",
  "e_homo_ev": [-7.93, -7.93],
  "spin_multiplicity": 2,
  "s2": 0.75,
  "elements": ["Ir", "C", "Si", "C", "C", "C", "C", "C", "C", "N", "C", "S", "H", "H", "H", "H", "H", "H", "H", "H", "H", "H", "H", "H", "C", "Si", "C", "C", "C", "Si", "C", "C", "C", "Si", "C", "C", "C", "C", "C", "C", "C", "N", "H", "H", "H", "H", "H", "H", "H", "H", "H", "H", "H", "H", "H", "H", "H", "H", "H", "H", "H", "H", "H", "H", "H", "H", "H", "H", "H", "H", "C", "C", "C", "C", "C", "C", "C", "F", "C", "C", "C", "O", "C", "C", "N", "C", "C", "O", "O", "H", "H", "H", "H", "H", "H", "H", "H", "H", "H", "H", "O", "S", "O", "N", "C", "O", "C", "C", "C", "C", "C", "C", "H", "H", "H", "H"],
  "xyz": [[1.029, 0.177, 0.309], [0.445, 5.478, 2.522], [1.801, 4.568, 3.429], [1.870, 5.157, 5.205], [3.464, 4.798, 2.615], [1.379, 2.724, 3.469], [1.142, 2.035, 4.650], [0.808, 0.680, 4.656], [0.740, 0.018, 3.453], [0.989, 0.644, 2.304], [1.272, 1.965, 2.296], [1.420, 2.460, 0.640], [0.655, 6.550, 2.496], [-0.514, 5.335, 3.024], [0.339, 5.125, 1.495], [2.106, 6.223, 5.227], [2.641, 4.639, 5.778], [0.914, 5.024, 5.716], [3.787, 5.839, 2.695], [3.439, 4.530, 1.559], [4.220, 4.174, 3.096], [1.207, 2.560, 5.597], [0.609, 0.149, 5.575], [0.493, -1.028, 3.380], [-4.826, 0.318, 0.629], [-3.696, -0.820, 1.589], [-4.832, -2.131, 2.344], [-2.889, 0.178, 2.950], [-2.450, -1.753, 0.559], [-2.777, -2.042, -1.258], [-3.290, -0.509, -2.235], [-1.277, -2.745, -2.146], [-4.226, -3.240, -1.401], [-1.365, -2.986, 1.402], [-1.316, -3.010, 3.283], [-2.058, -4.696, 0.999], [0.444, -3.037, 0.744], [1.042, -4.295, 0.825], [2.218, -4.586, 0.155], [2.757, -3.608, -0.656], [2.162, -2.360, -0.656], [1.080, -2.046, 0.074], [-5.611, 0.653, 1.313], [-5.316, -0.181, -0.210], [-4.301, 1.199, 0.259], [-5.480, -1.668, 3.093], [-4.298, -2.948, 2.829], [-5.474, -2.569, 1.575], [-3.671, 0.642, 3.559], [-2.276, 0.971, 2.518], [-2.266, -0.424, 3.614], [-3.281, 0.406, -1.645], [-4.302, -0.641, -2.624], [-2.620, -0.374, -3.089], [-0.472, -2.007, -2.172], [-1.556, -2.976, -3.178], [-0.874, -3.657, -1.699], [-5.164, -2.712, -1.212], [-4.175, -4.085, -0.716], [-4.270, -3.633, -2.421], [-2.325, -2.980, 3.696], [-0.748, -2.218, 3.761], [-0.870, -3.962, 3.586], [-3.089, -4.747, 1.359], [-1.504, -5.482, 1.515], [-2.062, -4.927, -0.066], [0.562, -5.070, 1.405], [2.681, -5.561, 0.241], [3.646, -3.772, -1.249], [2.588, -1.562, -1.241], [-3.151, 2.145, -5.543], [-2.115, 3.149, -5.051], [-1.353, 3.845, -6.168], [-0.527, 2.842, -6.961], [0.313, 1.993, -6.044], [1.443, 1.358, -6.506], [2.221, 0.586, -5.646], [3.316, -0.003, -6.150], [1.910, 0.426, -4.328], [0.760, 1.056, -3.834], [0.400, 0.890, -2.431], [1.136, 0.132, -1.735], [-0.741, 1.587, -1.964], [-1.454, 2.332, -2.871], [-1.152, 2.469, -4.160], [-0.032, 1.836, -4.686], [-1.390, 1.487, -0.594], [-2.379, 2.172, -0.387], [-0.944, 0.621, 0.256], [-3.832, 2.622, -6.249], [-3.734, 1.756, -4.708], [-2.674, 1.299, -6.040], [-2.605, 3.901, -4.431], [-0.700, 4.604, -5.733], [-2.065, 4.357, -6.816], [0.121, 3.358, -7.670], [-1.184, 2.199, -7.554], [1.749, 1.461, -7.539], [2.535, -0.158, -3.668], [-2.348, 2.832, -2.520], [7.362, -0.376, 1.788], [6.436, -1.202, 1.066], [6.969, -2.206, 0.185], [5.318, -0.304, 0.297], [4.118, -0.511, 0.779], [3.090, 0.048, 0.315], [4.047, -1.497, 1.906], [2.947, -1.959, 2.608], [3.149, -2.890, 3.621], [4.429, -3.351, 3.918], [5.533, -2.897, 3.200], [5.307, -1.975, 2.202], [1.946, -1.613, 2.356], [2.302, -3.263, 4.182], [4.566, -4.074, 4.711], [6.531, -3.255, 3.412]],
  "mulliken_charge": [2.44, -1.00, 0.36, -1.16, -1.04, 0.37, 0.05, -1.81, 0.67, -0.22, -0.23, -0.75, 0.37, 0.31, 0.28, 0.32, 0.32, 0.32, 0.36, 0.32, 0.34, 0.44, 0.55, -0.18, -1.04, 0.45, -1.10, -0.81, 1.89, 0.27, -0.90, -0.57, -1.27, -1.34, -1.09, -1.18, 0.01, -0.75, -0.92, -1.31, -0.67, 1.47, 0.46, 0.28, 0.19, 0.39, 0.26, 0.30, 0.60, -0.02, 0.22, 0.11, 0.62, 0.26, -0.18, 0.60, 0.21, 0.33, 0.35, 0.39, 0.22, 0.23, 0.36, 0.32, 0.47, 0.32, 0.37, 0.43, 0.53, 0.58, -1.36, -0.23, -1.15, -1.20, 0.49, -0.65, -0.10, -0.37, -0.64, 1.22, 0.99, -0.40, -0.71, -0.09, 0.20, -0.45, -0.01, -0.74, -0.60, 0.41, 0.32, 0.40, 0.56, 0.35, 0.44, 0.49, 0.38, 0.53, 0.58, 0.60, -0.69, 1.26, -0.69, -0.73, 0.33, -0.68, 0.58, 2.00, -0.98, -0.80, -0.71, -0.23, -1.08, 0.49, 0.43, 0.45]
}

What are the relative energies? In kcal/mol: i 7.1; ii 0.0.